C56H64GeN4O4SSeTi as an isolated structure at a distorted geometry, computed with the ωB97M-V functional and the def2-TZVPD basis.

Each line ends with the Löwdin spin population.
CARTESIAN COORDINATES (ANGSTROEM)
Ti1 -0.4999 0.3611 -1.0365  0.896
C1 2.7714 -5.6064 2.9661  0.000
C2 3.3896 -4.2121 2.7891  0.000
C3 4.8341 -4.3594 2.2926  0.000
C4 3.4155 -3.5286 4.1564  0.000
C5 2.5793 -3.4119 1.7714  0.000
C6 1.9984 -2.1878 2.0543  0.000
C7 1.2706 -1.5238 1.0781  0.003
Se1 0.3305 0.0933 1.5325  0.005
C8 -1.3273 -0.7577 2.0044  0.008
C9 -1.5051 -1.2534 3.2749  0.000
C10 -2.6672 -1.9470 3.6053  0.001
C11 -3.6104 -2.0861 2.5995  0.000
C12 -3.4763 -1.5826 1.3008  0.000
C13 -2.2947 -0.8807 0.9846  0.006
O1 -2.0517 -0.3502 -0.2029  0.026
C14 -4.6442 -1.8777 0.3384  0.000
C15 -4.8186 -3.3996 0.2252  0.000
C16 -5.9285 -1.2625 0.9150  0.000
C17 -4.4856 -1.3404 -1.0876  0.000
C18 -2.8283 -2.5351 5.0058  0.000
C19 -2.7473 -1.4124 6.0488  0.000
C20 -4.1648 -3.2556 5.1811  0.000
C21 -1.7001 -3.5448 5.2615  0.000
C22 1.1002 -2.0163 -0.2202  0.006
O2 0.4046 -1.3008 -1.0949  0.009
C23 1.6474 -3.2918 -0.5118  -0.001
C24 2.3755 -3.9234 0.4871  0.000
C25 1.4486 -3.9682 -1.8724  0.000
C26 2.0002 -5.3963 -1.8829  0.000
C27 -0.0466 -4.0640 -2.2200  0.000
C28 2.1851 -3.1646 -2.9488  0.000
H1 3.3134 -6.1685 3.7315  0.000
H2 1.7265 -5.5245 3.2720  0.000
H3 2.8046 -6.1815 2.0401  0.000
H4 5.4299 -4.9359 3.0060  0.000
H5 4.8697 -4.8696 1.3289  0.000
H6 5.2970 -3.3787 2.1678  0.000
H7 3.9842 -4.1404 4.8604  0.000
H8 3.8894 -2.5467 4.1062  0.000
H9 2.4077 -3.4023 4.5572  0.000
H10 2.0823 -1.7302 3.0312  0.000
H11 -0.7146 -1.1076 4.0027  0.000
H12 -4.5205 -2.6271 2.8241  0.000
H13 -5.0230 -3.8634 1.1915  0.000
H14 -5.6509 -3.6329 -0.4446  0.000
H15 -3.9133 -3.8542 -0.1815  0.000
H16 -6.1865 -1.6856 1.8871  0.000
H17 -5.8101 -0.1842 1.0399  0.000
H18 -6.7673 -1.4400 0.2364  0.000
H19 -3.6128 -1.7560 -1.5859  0.000
H20 -5.3788 -1.6162 -1.6574  0.000
H21 -4.3868 -0.2584 -1.1017  0.000
H22 -3.5484 -0.6870 5.8940  0.000
H23 -2.8407 -1.8218 7.0585  0.000
H24 -1.7986 -0.8781 5.9873  0.000
H25 -5.0081 -2.5790 5.0284  0.000
H26 -4.2644 -4.0915 4.4857  0.000
H27 -4.2335 -3.6542 6.1958  0.000
H28 -0.7202 -3.0709 5.1884  0.000
H29 -1.7940 -3.9798 6.2605  0.000
H30 -1.7342 -4.3515 4.5268  0.000
H31 2.8093 -4.8885 0.2598  0.000
H32 1.5499 -6.0157 -1.1033  0.000
H33 1.7702 -5.8500 -2.8490  0.000
H34 3.0860 -5.4180 -1.7617  0.000
H35 -0.5816 -4.6390 -1.4586  0.000
H36 -0.5013 -3.0816 -2.2920  0.000
H37 -0.1647 -4.5731 -3.1804  0.000
H38 3.2540 -3.1193 -2.7253  0.000
H39 2.0537 -3.6357 -3.9272  0.000
H40 1.8096 -2.1495 -3.0079  0.000
N1 3.6803 5.5714 -6.1927  0.000
C29 3.1560 4.4198 -5.6032  0.000
C30 3.7524 3.8749 -4.4677  0.000
C31 3.2468 2.7210 -3.8968  0.000
C32 2.1392 2.0996 -4.4618  0.000
C33 1.5437 2.6246 -5.6025  0.000
C34 2.0542 3.7762 -6.1706  0.000
S1 1.4526 0.7097 -3.6265  0.002
O3 2.4359 0.3004 -2.6659  0.003
O4 0.9797 -0.2340 -4.6045  0.000
N2 0.2136 1.2873 -2.7512  0.003
C35 -1.0208 1.6833 -3.1531  0.001
N3 -1.3415 2.0666 -4.3922  0.004
C36 -2.5926 2.4752 -4.5600  0.009
C37 -3.5326 2.5027 -3.5405  0.004
C38 -3.1079 2.0655 -2.2999  0.008
N4 -1.8636 1.6694 -2.0829  -0.003
H41 4.2012 6.1655 -5.5679  0.000
H42 3.0299 6.0915 -6.7592  0.000
H43 4.6034 4.3712 -4.0154  0.000
H44 3.6801 2.3103 -2.9945  0.000
H45 0.6744 2.1391 -6.0196  0.000
H46 1.5913 4.1942 -7.0579  0.000
H47 -2.8547 2.7969 -5.5638  0.000
H48 -4.5442 2.8420 -3.7022  0.000
H49 -3.7709 2.0478 -1.4409  0.000
C39 5.1220 3.5148 -0.4113  0.000
C40 4.5964 2.2509 -0.1754  0.000
C41 3.2208 2.0600 -0.1655  0.002
C42 2.3347 3.1173 -0.3801  0.002
C43 2.8856 4.3779 -0.6240  0.000
C44 4.2615 4.5800 -0.6392  0.000
Ge1 0.3722 2.7987 -0.3571  0.006
C45 -0.3350 4.3471 -1.3938  -0.003
C46 0.1581 4.6606 -2.6642  -0.001
C47 -0.4176 5.6549 -3.4471  0.000
C48 -1.5111 6.3667 -2.9755  -0.001
C49 -2.0157 6.0784 -1.7139  0.000
C50 -1.4336 5.0829 -0.9387  -0.001
C51 -0.1368 3.3178 1.5166  -0.002
C52 -1.3899 2.9176 1.9895  0.001
C53 -1.7863 3.1483 3.3010  0.000
C54 -0.9207 3.7829 4.1823  0.000
C55 0.3348 4.1776 3.7400  0.000
C56 0.7178 3.9456 2.4237  -0.001
H50 6.1949 3.6672 -0.4204  0.000
H51 5.2581 1.4080 -0.0144  0.000
H52 2.8381 1.0534 -0.0285  0.002
H53 2.2272 5.2194 -0.8094  0.000
H54 4.6621 5.5695 -0.8298  0.000
H55 1.0119 4.1208 -3.0552  0.000
H56 -0.0115 5.8641 -4.4305  0.000
H57 -1.9651 7.1412 -3.5826  0.000
H58 -2.8655 6.6328 -1.3316  0.000
H59 -1.8392 4.8792 0.0465  0.000
H60 -2.0591 2.3787 1.3208  0.001
H61 -2.7616 2.8193 3.6412  0.000
H62 -1.2185 3.9577 5.2092  0.000
H63 1.0207 4.6604 4.4270  0.000
H64 1.7068 4.2508 2.0972  0.000

The value obtained for the frontier orbital gap (alpha / beta) is 6.30 / 6.73 eV. The calculation puts the total energy at -8418.5567 Eh. As for the net charge: -1. As for the multiplicity: 2. Its LUMO energy (alpha / beta) is 2.314 / 2.314 eV. As for the expectation value of S²: 0.76.